# C29H54B2F7O18P3

4 unconnected molecules or ions with the total composition C29H54B2F7O18P3 in a non-equilibrium geometry (ωB97M-V/def2-TZVPD, OMol25).

Results
**Total charge**: 0
**Orbital gap**: 8.72 eV
**Highest occupied orbital energy**: -10.191 eV
**Electronic energy**: -4264.95679 a.u.
**SMILES**: CCOB(O)C1=C(B(O)O)C(=O)C=C(C(F)(F)C(F)(F)C(F)(F)F)C1=O.CCOP(=O)(OCC)OCC.CCOP(=O)(OCC)OCC.CCOP(=O)(OCC)OCC

XYZ file:
```
113
Properties=species:S:1:pos:R:3:forces:R:3
C -0.769971 -3.262480 2.045792 0.22 0.16 -0.42
C 0.214508 -2.502954 1.140195 -0.38 -0.62 0.25
O -0.508970 -1.948460 0.019967 -0.13 0.23 0.29
B -0.536405 -0.576108 -0.032056 0.09 -0.51 -0.40
O 0.631029 0.131900 -0.182810 -0.50 0.43 -0.33
C -1.940085 0.124202 0.109500 -0.12 0.50 0.26
C -2.191705 1.187487 0.895641 0.55 -0.02 -0.35
B -1.087831 1.872353 1.797619 -0.02 0.02 0.02
O -0.355857 2.942398 1.416004 -0.35 0.16 0.40
O -0.877121 1.337754 3.050116 0.13 -0.29 -0.28
C -3.596871 1.708462 0.940291 0.10 -0.54 0.16
O -3.855139 2.877425 0.968013 -0.17 0.65 0.23
C -4.651030 0.646923 0.924345 0.18 -0.28 -0.21
C -4.398669 -0.411472 0.159959 -0.35 -0.05 0.21
C -5.321731 -1.598661 0.049589 -0.13 0.27 -0.18
F -6.273456 -1.391330 -0.896784 0.13 -0.09 0.08
F -4.617964 -2.702465 -0.302657 -0.07 0.14 0.06
C -6.079780 -1.962738 1.359341 0.05 -0.56 -0.03
F -6.634152 -3.176639 1.159316 0.03 0.20 -0.05
F -7.079191 -1.097266 1.610875 0.24 0.09 -0.11
C -5.181650 -2.077631 2.642854 -0.90 -0.61 0.50
F -5.281715 -0.978517 3.391166 0.48 0.22 -0.25
F -3.912477 -2.352708 2.362721 0.13 0.39 -0.11
F -5.648373 -3.081275 3.391761 0.05 -0.02 -0.03
C -3.119628 -0.414696 -0.631654 0.10 -0.01 0.84
O -3.073680 -0.771097 -1.769589 0.04 -0.44 -0.89
H -0.409943 -4.264183 2.269670 0.11 0.06 0.22
H -1.699514 -3.386911 1.495623 -0.14 0.07 0.11
H -0.930889 -2.706421 2.966725 -0.23 -0.17 0.10
H 0.968017 -3.204295 0.790210 0.15 0.24 -0.28
H 0.687216 -1.705005 1.712523 0.28 0.00 -0.15
H 1.118697 -0.258781 -0.918862 0.45 -0.11 0.40
H 0.101774 3.261612 2.208209 0.30 0.17 -0.28
H -1.219519 0.437280 3.079015 -0.16 0.13 0.36
H -5.541583 0.758048 1.525984 -0.10 0.23 -0.10
O 3.082286 5.715440 1.687407 -2.23 1.12 -0.86
P 3.592626 5.743550 0.305639 5.08 -1.85 0.09
O 3.791571 4.238475 -0.217020 -0.44 0.43 -0.18
C 2.630076 3.417832 -0.408764 -0.31 -0.16 -0.09
C 1.800688 3.847695 -1.604292 0.03 0.15 -0.01
O 5.147090 6.190275 0.456832 -0.28 0.20 -0.11
C 5.663743 6.660327 1.700804 0.12 -0.10 0.26
C 6.283729 5.534417 2.504318 0.16 -0.12 -0.08
O 3.436180 6.468031 -1.122441 -2.17 0.37 0.98
C 2.755808 7.744291 -1.182300 -0.05 0.30 0.00
C 3.486846 8.826070 -0.412625 0.16 -0.10 0.16
H 2.022900 3.425731 0.497586 0.04 -0.02 0.02
H 2.990285 2.401352 -0.559542 0.16 0.05 0.07
H 1.340109 4.823452 -1.437699 -0.06 -0.05 0.00
H 1.002970 3.127431 -1.787543 0.00 -0.03 0.06
H 2.422412 3.928466 -2.495841 0.02 -0.05 -0.01
H 4.887983 7.167805 2.274044 -0.11 -0.12 -0.02
H 6.423331 7.406941 1.461947 -0.02 -0.03 -0.13
H 5.628399 4.664884 2.540225 -0.15 0.10 0.07
H 6.495170 5.858984 3.524185 0.00 0.01 -0.01
H 7.219472 5.211864 2.045302 0.01 0.01 0.00
H 1.735854 7.627643 -0.808209 0.00 -0.03 -0.03
H 2.691828 8.006527 -2.236215 0.08 -0.16 -0.04
H 3.481916 8.624627 0.661682 -0.06 0.00 -0.02
H 3.010245 9.792882 -0.574290 -0.03 -0.02 -0.04
H 4.528341 8.884180 -0.726651 -0.01 0.03 -0.08
O -4.816340 -0.627515 -7.242916 -1.28 -0.64 2.21
P -4.154217 -1.941532 -7.213800 3.00 -0.44 -4.47
O -2.572074 -1.738370 -7.020243 -0.46 -0.23 0.43
C -2.086980 -1.210883 -5.777949 0.11 0.12 0.32
C -2.216100 -2.193347 -4.629310 -0.10 -0.14 -0.11
O -4.179164 -2.442044 -8.759843 -0.20 -0.14 0.27
C -4.941536 -1.750465 -9.747506 0.02 0.23 -0.19
C -4.102603 -0.716798 -10.472200 0.19 -0.06 -0.10
O -4.266836 -3.441625 -6.640228 -1.30 1.23 1.59
C -5.547918 -3.900112 -6.148369 -0.27 -0.12 0.01
C -6.601472 -3.949634 -7.236992 0.07 0.14 -0.19
H -2.611578 -0.279339 -5.547704 -0.01 -0.01 -0.06
H -1.037913 -0.967732 -5.941334 -0.02 -0.03 -0.16
H -3.262945 -2.373912 -4.378891 0.03 0.04 0.08
H -1.724267 -1.804657 -3.738942 -0.03 0.05 -0.01
H -1.772208 -3.153802 -4.892062 0.05 0.02 -0.03
H -5.825474 -1.293466 -9.302691 0.08 0.07 0.12
H -5.293858 -2.503838 -10.454719 0.07 -0.09 0.07
H -3.533866 -0.105697 -9.772541 -0.16 0.05 0.10
H -4.732689 -0.064405 -11.078457 -0.01 -0.01 0.00
H -3.382136 -1.206316 -11.129231 -0.01 0.00 -0.01
H -5.871687 -3.255045 -5.327948 0.04 -0.01 0.01
H -5.379468 -4.893952 -5.738780 0.18 0.02 -0.03
H -6.850138 -2.948360 -7.597812 -0.01 0.00 0.07
H -7.515978 -4.405780 -6.857711 0.02 -0.01 0.04
H -6.244236 -4.522660 -8.091883 0.00 -0.08 0.04
O 4.476589 -2.539537 7.255907 1.73 1.91 -0.61
P 3.982235 -2.498611 5.871018 -3.70 -3.90 -0.56
O 2.448879 -2.012564 5.867236 0.52 0.32 -0.21
C 2.137317 -0.669170 6.258317 -0.05 0.31 0.08
C 2.582800 0.356311 5.232720 0.13 -0.07 -0.06
O 3.773476 -4.057381 5.465717 0.26 0.23 -0.13
C 4.258490 -5.109206 6.300689 -0.08 -0.18 0.25
C 3.191166 -5.589662 7.263418 -0.20 -0.06 -0.08
O 4.359893 -2.071276 4.364670 1.42 1.43 1.29
C 5.752898 -1.851406 4.035690 0.29 -0.05 -0.09
C 6.585302 -3.110262 4.174118 -0.12 -0.16 0.14
H 2.582251 -0.457763 7.234467 0.00 -0.08 0.00
H 1.055043 -0.631303 6.374082 0.00 -0.14 -0.01
H 3.671623 0.409330 5.171040 -0.02 0.04 0.02
H 2.213570 1.346977 5.498576 -0.04 -0.02 0.03
H 2.212315 0.094117 4.241817 -0.05 0.03 0.00
H 5.154263 -4.794765 6.835878 -0.07 0.14 0.05
H 4.553419 -5.924120 5.637101 -0.05 0.08 -0.11
H 2.699050 -4.754475 7.760213 0.17 0.08 0.07
H 3.621909 -6.245715 8.020900 0.01 0.00 -0.01
H 2.419004 -6.143935 6.727697 0.01 -0.01 0.00
H 6.151661 -1.054461 4.667750 -0.04 0.02 -0.01
H 5.771115 -1.495919 3.007557 -0.19 0.00 0.00
H 6.653634 -3.431339 5.216637 0.02 0.06 -0.01
H 7.597785 -2.935727 3.810353 -0.01 0.05 -0.02
H 6.139801 -3.929774 3.611342 0.01 0.03 -0.08
```
Forces are in eV/Å.